No. 1
20
Properties=species:S:1:pos:R:3 method="wB97M-V/def2-TZVPD" homo_lumo_gap_ev=12.00 smiles=C[N+](C)(N)CCO relative_energy_kj_mol=433.19 e_lumo_ha=-0.104 charge=+1
O 1.3317 0.2968 2.1790
N -0.1679 -0.1040 -0.6794
N 0.3671 -1.3998 -0.6976
C -0.6750 0.5258 0.9149
C -1.1999 -0.0653 -1.6573
C 0.9075 0.7788 -1.1941
C -0.0384 -0.0917 2.0986
H -1.5893 0.1081 0.6655
H -0.6846 0.3578 2.8158
H 1.7263 -0.2562 2.9133
H -0.1404 -1.1569 2.0350
H 0.1990 -1.9371 0.1758
H 1.1640 0.3524 -2.1144
H -1.9872 -0.7869 -1.5395
H 0.5017 1.8356 -1.2026
H -0.5574 1.6533 0.9606
H 1.3562 -1.4841 -0.9272
H -1.5713 1.0085 -1.6547
H -0.6440 -0.2335 -2.6256
H 1.7019 0.5982 -0.4658



No. 2
20
Properties=species:S:1:pos:R:3 method="wB97M-V/def2-TZVPD" homo_lumo_gap_ev=11.79 smiles=CC[NH2+][C@@](C)(N)O relative_energy_kj_mol=259.79 e_lumo_ha=-0.109 charge=+1
O 1.3582 1.5186 0.6246
N -0.3802 0.3571 -0.4708
N 1.7156 0.3775 -1.4352
C -1.3357 -0.3366 0.4728
C -2.8249 -0.0169 0.1579
C 1.5620 -0.9310 0.5954
C 1.2281 0.3993 -0.1361
H -1.0422 0.1548 1.3531
H 1.0686 -0.7551 1.6165
H -3.4684 -0.3293 1.0833
H -2.7614 1.0794 0.0887
H -0.6106 1.3013 -0.8558
H -3.1953 -0.4729 -0.7564
H 2.1517 -0.4794 -1.6197
H 1.1752 -1.6334 0.0264
H 2.2692 1.0877 -1.8902
H -0.2400 -0.3219 -1.2117
H 2.5798 -1.0042 0.7338
H 1.8003 1.3591 1.4143
H -1.0499 -1.3541 0.2089



Number 1: E -9377.0941 eV, molecular weight 105.16 g mol⁻¹. Number 2: E -9378.8912 eV, molecular weight 105.16 g mol⁻¹.